2 unconnected molecules or ions with the total composition C8H15ClN2O4 at a distorted geometry. Source: the Open Molecules 2025 dataset; level of theory: ωB97M-V/def2-TZVPD.

Each line ends with the natural charge from an NBO analysis.
Atoms and positions in Å:
H1 -1.444 0.683 2.371  0.228
H2 -4.394 -2.331 0.529  0.502
O1 -0.387 1.409 -2.366  -0.639
O2 -4.630 -1.560 1.067  -0.660
C1 0.553 0.655 -0.300  -0.317
C2 0.608 0.973 -1.801  0.654
O3 -2.428 -1.197 0.688  -0.603
H3 4.392 -1.678 0.786  0.244
N1 1.363 -0.491 0.141  -0.603
O4 3.404 0.413 -0.111  -0.657
H4 0.896 1.544 0.230  0.227
N2 1.746 0.734 -2.463  -0.615
H5 2.963 0.759 -4.178  0.205
Cl1 -3.548 1.885 0.786  -0.018
H6 1.275 0.257 -4.449  0.202
C3 2.691 -0.515 0.243  0.672
H7 2.550 0.464 -1.908  0.421
C4 -3.565 0.496 1.927  -0.287
H8 2.971 -1.916 1.828  0.227
C5 3.307 -1.777 0.802  -0.707
C6 -2.398 0.657 2.909  -0.612
H9 1.653 1.965 -4.159  0.209
H10 -4.504 0.511 2.487  0.229
H11 -2.505 1.589 3.472  0.229
C7 1.925 0.940 -3.898  -0.410
H12 -2.376 -0.177 3.617  0.218
H13 0.858 -1.314 0.430  0.405
H14 3.009 -2.629 0.194  0.226
C8 -3.495 -0.830 1.159  0.777
H15 -0.489 0.482 -0.034  0.252

Electronic energy   -1184.55639 Eh
Max |F|   1.88 eV Å⁻¹
Charge   0